The following is a DFT calculation (ωB97M-V with the def2-TZVPD basis set) of a molecular structure, C38H38F5N3O3Si2V.

The geometry in XYZ format:
```
90
C38H38F5N3O3Si2V ωB97M-V with the def2-TZVPD basis set
V -0.39 -1.19 -0.35
Si -2.66 -2.19 0.15
Si -0.20 -1.28 2.13
F 0.47 -2.91 -5.29
F 0.00 -6.30 -2.06
F 0.40 -5.55 -4.64
F -0.31 -4.46 -0.16
F 0.14 -1.05 -3.43
O 1.98 3.21 1.09
O -2.00 1.57 0.94
O 4.40 0.61 -0.82
N 0.58 2.67 -1.18
N 1.91 0.86 -0.71
N -0.40 0.57 -0.96
C 0.22 -4.63 -3.70
C -2.47 1.69 -0.32
C 2.36 -0.45 -0.39
C -3.67 2.31 -0.67
C 1.67 3.60 -1.19
C -2.04 1.24 -2.66
C -4.04 2.38 -2.00
C 0.26 -3.29 -4.03
C -3.59 -0.63 4.45
C -2.79 2.08 2.01
C 2.97 5.24 -2.39
C 2.38 3.88 -0.02
C -3.02 -4.00 0.22
C 1.96 4.29 -2.36
C 0.71 0.28 2.59
C 1.58 -1.55 -0.02
C 0.70 1.36 -0.95
C -2.28 -0.74 4.01
C 0.07 -2.35 -3.03
C 0.55 -2.73 2.99
C -1.99 -1.15 2.70
C -1.67 1.16 -1.33
C 2.67 3.47 2.31
C -0.15 -2.67 -1.70
C -4.64 -0.93 3.58
C 4.42 -1.71 -0.14
C 5.82 0.59 -0.98
C -3.04 -1.46 1.84
C -4.36 -1.34 2.29
C -3.75 -1.48 -1.18
C 2.28 -2.73 0.31
C 3.69 5.49 -1.23
C 0.01 -5.01 -2.38
C 3.65 -2.81 0.25
C -3.24 1.85 -3.01
C 3.40 4.82 -0.05
C 3.77 -0.54 -0.46
C -0.16 -4.03 -1.43
H -5.66 -0.84 3.92
H 4.14 -3.74 0.51
H -4.66 -2.09 -1.20
H 0.34 -2.61 4.06
H 1.77 0.15 2.39
H -0.30 2.97 -1.57
H 0.58 0.45 3.67
H 6.10 -0.16 -1.72
H 5.49 -1.79 -0.19
H 3.19 5.77 -3.30
H 3.96 5.05 0.84
H 1.39 4.06 -3.26
H -3.74 1.54 2.08
H 6.10 1.57 -1.34
H 2.67 1.52 -0.79
H 6.31 0.38 -0.03
H -3.30 -1.56 -2.18
H 4.48 6.23 -1.24
H -3.54 1.90 -4.04
H -1.48 -0.51 4.71
H -2.83 -4.51 -0.73
H -2.22 1.90 2.91
H -4.08 -4.09 0.45
H -4.03 -0.44 -1.01
H -3.80 -0.32 5.47
H 1.72 -3.61 0.61
H 2.56 4.52 2.60
H 1.63 -2.78 2.86
H -1.39 0.81 -3.42
H -2.46 -4.51 1.01
H 0.11 -3.67 2.67
H 2.20 2.83 3.05
H -5.19 -1.58 1.62
H 0.34 1.15 2.05
H 3.73 3.22 2.22
H -2.97 3.15 1.89
H -4.98 2.85 -2.26
H -4.31 2.73 0.09
```

energy relative to the best compared isomer or geometry (same formula, charge and spin): 0.0 kcal per mole
molecular weight: 786.8 Da
LUMO energy: -3.5003 eV
calculated total energy: -105658.5875 eV
net charge: +1
Kohn-Sham gap: 7.415 eV